{
  "formula": "C41H41FP2Pt",
  "method": "the ωB97M-V functional and the def2-TZVPD basis",
  "species": ["Pt", "C", "C", "C", "C", "C", "C", "C", "C", "C", "H", "H", "H", "H", "H", "H", "H", "H", "H", "H", "H", "H", "H", "H", "H", "P", "P", "C", "C", "C", "C", "C", "C", "C", "C", "C", "C", "C", "C", "C", "C", "C", "C", "C", "C", "C", "C", "C", "C", "C", "C", "C", "C", "H", "H", "H", "H", "H", "H", "H", "H", "H", "H", "H", "H", "H", "H", "H", "H", "H", "H", "H", "H", "H", "H", "F", "C", "C", "C", "C", "C", "C", "H", "H", "H", "H"],
  "coordinates": [[1.2014, -0.8284, -0.1026], [4.9391, -2.8974, 1.6141], [5.3191, -1.6143, 1.3999], [6.4600, -1.2639, 0.4852], [6.3178, -1.7726, -0.9601], [4.9132, -2.0273, -1.4957], [4.0258, -2.9180, -0.9870], [4.5697, -4.2415, -0.5281], [5.3105, -4.1076, 0.8162], [-0.5173, -0.6141, -1.3000], [4.4857, -3.1402, 2.5834], [5.2051, -0.9155, 2.2467], [7.4049, -1.6757, 0.8933], [6.6098, -0.1768, 0.5070], [6.7855, -1.0192, -1.6158], [6.9253, -2.6897, -1.0546], [4.8790, -1.7243, -2.5565], [2.9155, -2.8663, -0.9523], [5.2723, -4.6354, -1.2945], [3.7441, -4.9658, -0.4489], [5.0649, -4.9965, 1.4175], [6.3946, -4.1154, 0.6278], [-1.2688, -1.1396, -0.7030], [-0.4839, -1.0401, -2.3088], [-0.7311, 0.4629, -1.3395], [3.0683, -0.3058, 1.1116], [2.0613, -0.9150, -2.2795], [3.9647, 0.1881, -0.3867], [3.5051, 0.0108, -1.6916], [3.2178, 1.2403, 2.1087], [4.4905, 1.8487, 2.1605], [4.7195, 2.9692, 2.9652], [3.6684, 3.5668, 3.6645], [2.3804, 3.0256, 3.5437], [2.1688, 1.8433, 2.8280], [2.6503, -1.5530, 2.4561], [2.0503, -2.7778, 2.0881], [1.7287, -3.7454, 3.0320], [2.0950, -3.5485, 4.3645], [2.7440, -2.3635, 4.7399], [2.9493, -1.3343, 3.8129], [1.5643, 0.2040, -3.6438], [1.5450, 1.5842, -3.3706], [1.1802, 2.4733, -4.3807], [0.8736, 2.0144, -5.6663], [1.0327, 0.6530, -5.9554], [1.3738, -0.2565, -4.9574], [1.5956, -2.6135, -2.9256], [0.6661, -3.3956, -2.1919], [0.3913, -4.7246, -2.5402], [1.0333, -5.3053, -3.6294], [1.9214, -4.5276, -4.3824], [2.2936, -3.2469, -3.9659], [4.9297, 0.6736, -0.2175], [4.0131, 0.5268, -2.5116], [5.3107, 1.4427, 1.5689], [5.7303, 3.3741, 3.0543], [3.8478, 4.4289, 4.3128], [1.5348, 3.5220, 4.0300], [1.1808, 1.3756, 2.8004], [1.8113, -2.9565, 1.0255], [1.2044, -4.6528, 2.7084], [1.8768, -4.3332, 5.0929], [3.1035, -2.2461, 5.7630], [3.3552, -0.3769, 4.1344], [1.8313, 1.9366, -2.3827], [1.1419, 3.5358, -4.1633], [0.5487, 2.7171, -6.4461], [0.8887, 0.2993, -6.9755], [1.4940, -1.3131, -5.1863], [0.1938, -2.9712, -1.3018], [-0.3290, -5.2830, -1.9402], [0.8364, -6.3538, -3.8888], [2.3284, -4.9337, -5.3206], [3.1172, -2.7231, -4.4594], [-2.9628, 1.1152, 4.2054], [-2.0282, 0.7160, 3.2808], [-1.5058, -0.5628, 3.4025], [-0.6083, -0.9896, 2.4048], [-0.1983, -0.1396, 1.3788], [-0.7708, 1.1380, 1.2924], [-1.6730, 1.5995, 2.2635], [-1.7918, -1.2280, 4.2300], [-0.2472, -2.0181, 2.4211], [-0.5155, 1.7689, 0.4417], [-2.0959, 2.5992, 2.2349]],
  "forces_ev_per_a": [[-2.401, 0.896, -0.534], [0.694, 0.395, 1.059], [1.508, -1.331, 1.313], [-0.082, 0.172, -0.065], [0.397, -0.681, -0.775], [0.941, -0.852, -1.252], [-0.107, -0.701, -0.213], [0.296, 0.087, 0.864], [0.204, -0.760, 0.166], [-0.696, 0.481, -0.393], [-0.144, 0.294, -0.606], [-0.138, -0.307, -0.375], [-0.475, 0.068, -0.011], [-0.051, -0.199, -0.168], [-0.112, -0.411, 0.088], [-0.074, 0.164, -0.078], [-0.846, 0.985, 0.979], [1.101, 0.058, -1.108], [-0.463, 0.141, 0.406], [0.205, 0.262, 0.023], [0.369, 0.246, -0.047], [-0.159, -0.014, 0.130], [-0.001, 0.163, -0.112], [-0.082, 0.237, 0.221], [-0.113, -0.410, -0.082], [-1.426, 1.634, -1.022], [-0.029, 0.580, 1.699], [-0.210, 0.360, 1.151], [-0.350, -0.128, -1.182], [0.736, 0.287, 0.170], [-0.329, 0.103, 0.263], [-0.026, -0.079, -0.008], [-0.269, -0.345, -0.179], [0.237, -0.033, 0.104], [0.017, -0.320, -0.285], [0.007, -0.808, 0.566], [0.021, 0.330, -0.202], [0.067, 0.159, -0.172], [0.223, 0.109, 0.002], [-0.308, -0.246, -0.093], [-0.046, -0.243, -0.605], [0.415, -0.057, 0.083], [-0.244, -0.358, -0.569], [-0.053, -0.077, -0.036], [0.251, -0.266, 0.101], [-0.153, 0.297, -0.142], [-0.197, 0.396, 0.426], [0.851, -1.046, 0.126], [0.249, 0.150, -0.306], [0.226, 0.501, 0.228], [-0.117, 0.207, -0.287], [0.306, -0.403, -0.182], [-0.634, 0.133, -0.106], [-0.429, 0.008, -0.307], [0.368, -0.174, 0.347], [-0.126, 0.094, 0.308], [-0.313, -0.106, -0.104], [-0.079, -0.240, -0.343], [0.306, -0.299, -0.094], [0.353, 0.284, 0.068], [0.147, 0.033, 0.541], [0.277, 0.347, 0.225], [0.174, 0.337, -0.128], [-0.284, 0.079, -0.215], [0.092, -0.256, -0.041], [-0.219, -0.026, -0.107], [-0.048, -0.080, -0.021], [0.244, -0.372, 0.393], [-0.033, 0.062, 0.219], [-0.195, 0.327, -0.005], [0.083, -0.125, -0.413], [0.264, 0.074, -0.169], [0.039, 0.575, -0.039], [0.096, 0.088, 0.670], [-0.374, -0.151, -0.052], [0.483, -0.011, -0.341], [-0.167, 0.103, 0.358], [0.103, -0.197, -0.454], [-0.401, 0.293, 0.454], [0.722, -0.439, -0.078], [-0.141, -0.143, 0.371], [0.142, -0.637, -0.110], [-0.010, 0.446, -0.459], [-0.039, 0.360, 0.254], [0.014, 0.100, 0.324], [-0.033, -0.176, -0.031]],
  "lowdin_spin": [0.204, 0.085, -0.012, 0.002, 0.008, 0.070, -0.020, 0.002, 0.009, 0.200, 0.004, 0.002, -0.002, 0.001, 0.000, 0.003, 0.007, 0.008, -0.001, 0.001, 0.000, 0.003, 0.021, 0.009, 0.004, 0.317, 0.167, 0.242, 0.287, 0.012, 0.010, 0.000, 0.010, -0.001, 0.011, 0.112, 0.017, 0.002, -0.001, 0.006, 0.012, 0.006, 0.006, 0.002, -0.001, 0.002, 0.001, 0.050, 0.012, 0.002, 0.006, 0.000, 0.007, 0.014, 0.013, 0.000, 0.000, 0.001, 0.000, 0.000, 0.007, 0.000, 0.000, 0.001, 0.001, 0.003, 0.000, 0.000, 0.000, 0.000, 0.001, 0.000, 0.000, 0.000, 0.001, 0.000, -0.001, 0.002, 0.004, 0.043, 0.003, 0.001, 0.000, 0.001, 0.000, 0.000],
  "total_charge": 0,
  "s_squared": 2.03,
  "spin_multiplicity": 3,
  "e_tot_ev": -67714.2313
}

{
  "formula": "H20O10",
  "method": "the ωB97M-V functional and the def2-TZVPD basis",
  "species": ["O", "H", "H", "O", "H", "H", "O", "H", "H", "O", "H", "H", "O", "H", "H", "O", "H", "H", "O", "H", "H", "O", "H", "H", "O", "H", "H", "O", "H", "H"],
  "coordinates": [[-2.1163, 0.4978, -2.6290], [-1.1652, 0.4406, -2.7203], [-2.4214, 0.8039, -3.4830], [2.3109, 0.3651, 1.8231], [3.0516, -0.0398, 1.3718], [1.9010, -0.3536, 2.3043], [-2.1862, 2.2465, 1.6430], [-1.4258, 2.5769, 1.1647], [-2.5444, 1.5604, 1.0798], [-0.2714, 0.0211, -0.0834], [-0.3776, -0.1921, -1.0105], [0.6507, 0.2627, 0.0032], [2.2181, 3.0900, 1.9064], [2.3729, 3.1360, 2.8499], [2.0620, 2.1615, 1.7339], [-0.0667, -3.4610, -0.1748], [0.1660, -3.8287, 0.6778], [0.3447, -2.5967, -0.1836], [-1.4140, -0.6590, 2.6352], [-1.3081, -0.2373, 1.7824], [-0.5811, -1.1057, 2.7870], [-3.3440, 0.5039, -0.2562], [-4.1503, 0.9376, -0.5357], [-2.8577, 0.3557, -1.0673], [2.5434, -1.9306, -0.7085], [2.9494, -1.4712, -1.4436], [2.6370, -2.8585, -0.9242], [0.7329, 0.0342, -2.5922], [1.4552, 0.5594, -2.9367], [0.8343, -0.8192, -3.0137]],
  "forces_ev_per_a": [[-0.091, -0.100, -0.339], [0.546, 0.111, -0.072], [-0.253, 0.064, -0.142], [-0.065, -0.129, -0.153], [0.267, -0.125, -0.179], [-0.249, -0.114, 0.164], [0.146, 0.520, 0.552], [0.186, 0.063, -0.075], [-0.302, -0.420, -0.499], [-0.376, -0.152, 0.517], [0.073, 0.008, 0.099], [0.321, 0.081, 0.104], [0.033, 0.698, -0.258], [-0.009, 0.017, 0.174], [-0.030, -0.361, 0.115], [0.050, -0.324, -0.290], [-0.083, -0.110, 0.232], [0.043, 0.500, 0.053], [-0.073, -0.249, 0.519], [0.000, 0.245, -0.455], [0.068, -0.141, 0.007], [-0.386, -0.153, 0.766], [-0.208, 0.105, 0.033], [0.229, 0.040, -0.411], [-0.062, 0.223, 0.197], [0.133, 0.174, -0.137], [-0.040, -0.399, 0.015], [0.039, -0.040, -0.337], [0.124, 0.395, -0.072], [-0.029, -0.423, -0.126]],
  "lowdin_charge": [-0.027, 0.002, 0.066, -0.027, 0.053, 0.058, -0.063, 0.021, -0.034, -0.033, -0.006, 0.019, -0.068, 0.029, -0.034, -0.049, 0.034, -0.017, -0.049, -0.023, 0.007, -0.049, 0.052, -0.021, -0.042, 0.034, 0.046, -0.026, 0.076, 0.073],
  "total_charge": 0,
  "smiles": "O.O.O.O.O.O.O.O.O.O",
  "e_tot_ev": -20799.7483
}

{
  "formula": "C4H5FN2",
  "method": "the ωB97M-V functional and the def2-TZVPD basis",
  "species": ["C", "C", "C", "C", "H", "H", "H", "H", "H", "N", "N", "F"],
  "coordinates": [[1.6273, -0.5662, 0.2571], [0.1782, -0.2785, 0.0934], [-1.8952, 0.6607, -0.0223], [-0.4106, 1.0732, 0.1540], [1.9764, -0.6752, 1.3173], [1.8111, -1.5008, -0.2994], [-2.7245, 1.3863, 0.0131], [-0.2964, 1.5855, 1.1230], [-0.0594, 1.7295, -0.6470], [-0.7036, -1.1707, -0.0835], [-1.9990, -0.5848, -0.1432], [2.3570, 0.4919, -0.3126]],
  "forces_ev_per_a": [[0.468, -0.485, -0.049], [-0.049, 0.825, 0.567], [1.544, 1.966, 0.356], [-1.613, 0.450, 0.124], [-0.519, 0.144, -0.861], [0.348, 0.390, 0.278], [0.316, -0.714, -0.190], [0.233, -0.119, -0.299], [0.017, 0.046, 0.140], [0.041, -1.080, -0.173], [-0.594, -0.937, -0.086], [-0.192, -0.485, 0.191]],
  "lowdin_charge": [-0.127, -0.327, -0.142, -0.088, 0.138, 0.125, 0.114, 0.133, 0.126, 0.083, 0.026, -0.062],
  "total_charge": 0,
  "smiles": "FCC1=NN=CC1",
  "e_tot_ev": -9925.0139
}